# 1
Density functional theory data (the ωB97M-V functional and the def2-TZVPD basis) for a single C8H9NS molecule in a non-equilibrium geometry.

```
19
Properties=species:S:1:pos:R:3:forces:R:3
C -1.044770 -1.361416 1.259044 2.727 1.541 0.165
C -0.561976 -1.149804 0.028320 1.150 1.115 0.115
C -1.242741 -1.695934 -1.152723 1.195 0.052 0.268
N -0.691568 -1.755205 -2.321844 -1.718 -0.071 0.664
C 0.548211 -1.150132 -2.510924 1.607 -0.273 -0.999
C 1.308073 -0.615333 -1.539313 1.077 0.884 -0.138
C 0.760208 -0.436295 -0.186502 -1.148 -0.331 -0.256
C 1.374795 0.395311 0.646694 -0.988 1.756 2.708
S 0.480083 1.452009 2.428947 1.165 -1.695 -2.195
C -0.444585 2.715643 1.512917 4.434 3.151 1.527
H -0.426432 -0.907057 2.117321 -1.640 -1.211 -1.114
H -1.906638 -1.946304 1.275025 -1.478 -0.717 0.938
H -2.219080 -2.110240 -0.827258 0.363 -0.092 -1.271
H 0.984463 -1.196314 -3.566782 -0.951 0.047 1.564
H 2.296539 -0.095709 -1.764991 -1.438 -0.947 0.183
H 2.400346 0.736289 0.575473 -0.264 0.200 -0.167
H 0.354810 3.434093 1.053753 -1.463 -1.417 0.296
H -0.969741 3.421720 2.159234 -0.321 -0.688 0.289
H -0.999997 2.264677 0.813609 -2.311 -1.306 -2.576
```
Forces are in eV/Å.

Values from the calculation:
Molecular weight = 151.234 g mol⁻¹
Multiplicity = 1
HOMO-LUMO gap = 0.282 Ha
Energy above the lowest of the compared OMol25 structures with the same formula, charge and spin = 2.598 eV
Lowest unoccupied orbital energy = -0.617 eV

Löwdin atomic charge list, values in e, 2 entries: C 0.088; C -0.240

=====

# 2
Density functional theory data (the ωB97M-V functional and the def2-TZVPD basis) for a gas-phase ion, C8H9O2 (charge -1) in a non-equilibrium geometry.

```
19
Properties=species:S:1:pos:R:3:forces:R:3
C -2.337606 -0.279113 -0.651814 3.494 -1.486 -0.966
C -0.970066 0.264944 -0.197443 -0.468 0.042 0.881
C -0.680941 0.205328 1.320943 -2.186 0.270 1.296
C -0.115298 0.885144 -1.062320 2.033 -1.062 2.389
C 1.320686 1.169853 -0.932650 -1.509 0.102 0.208
C 2.242371 0.627915 -0.079197 -2.576 -3.329 0.863
O 3.339288 1.001612 0.210505 3.230 1.191 0.667
C 1.861574 -0.823525 0.579776 -0.122 1.472 -1.891
C 1.011689 -1.662187 0.084325 -0.816 -2.244 -0.268
O 0.285232 -2.543190 -0.256866 0.922 1.433 0.207
H -2.277306 -1.408148 -0.730748 0.066 0.941 0.109
H -2.460682 0.055525 -1.680079 -0.934 0.359 0.148
H -3.011176 -0.105878 0.117453 -2.014 0.839 0.870
H 0.351102 0.507286 1.430798 -0.297 0.339 0.644
H -0.824889 -0.810621 1.913309 0.294 1.718 -1.544
H -1.432346 0.973404 1.927852 1.701 -1.657 -1.525
H -0.475266 1.163596 -1.982007 -1.191 0.376 -2.369
H 1.854828 1.909936 -1.480599 -0.437 0.957 -0.852
H 2.318815 -1.131872 1.468764 0.809 -0.259 1.134
```
Forces are in eV/Å.

Values from the calculation:
Molecular weight = 137.158 g mol⁻¹
Multiplicity = 1
HOMO-LUMO gap = 0.227 Ha
Energy above the lowest of the compared OMol25 structures with the same formula, charge and spin = 3.514 eV
Net charge = -1
Lowest unoccupied orbital energy = 3.789 eV

Löwdin atomic charge list, values in e, 2 entries: C -0.087; C -0.376

=====

# 3
Density functional theory data (the ωB97M-V functional and the def2-TZVPD basis) for a molecular structure, C8H9O5S in a non-equilibrium geometry.

```
23
Properties=species:S:1:pos:R:3:forces:R:3
C 0.176779 1.075239 -0.758803 -0.526 -0.464 -0.572
C -0.745022 -1.337638 1.134925 -2.203 -2.458 0.147
C 1.703817 -1.239559 -1.142473 -0.362 1.007 0.680
C -1.322071 0.790467 -0.927316 1.715 -0.561 -0.561
C -1.487529 -1.704666 -0.103493 -1.189 3.751 -2.174
C -1.585632 -0.643211 -1.351579 -1.244 -1.021 1.499
C 0.922139 0.189166 0.104134 0.953 -0.721 0.325
C 1.807678 2.143095 1.997392 -2.823 -1.257 -0.102
O 1.692093 -2.228282 -0.516931 -0.368 -2.305 1.825
O 0.737098 1.913652 -1.446922 -0.301 0.210 0.145
O -1.163695 -1.878034 2.149780 0.411 0.437 0.326
O 1.999686 -0.759162 -2.163908 0.544 1.519 -2.402
O 0.274807 -0.585651 1.161426 1.882 2.468 0.097
S 2.410965 0.882872 0.768761 -0.493 0.370 0.819
H -1.684553 0.809795 0.052879 -1.158 0.736 1.622
H -1.679876 1.595233 -1.541836 -0.541 0.101 -0.354
H -1.109899 -2.494251 -0.615717 1.719 -2.793 -0.724
H -2.493924 -1.984025 0.139936 -0.398 0.068 0.574
H -2.595395 -0.807527 -1.748280 -0.195 0.508 0.319
H -1.022663 -1.007362 -2.167623 1.374 -0.050 -0.720
H 1.655666 3.144797 1.606571 -0.863 -0.142 -0.659
H 2.566393 2.353374 2.646444 2.555 -0.081 1.857
H 0.943128 1.771678 2.722633 1.511 0.679 -1.969
```
Forces are in eV/Å.

Values from the calculation:
Molecular weight = 217.222 g mol⁻¹
Multiplicity = 1
HOMO-LUMO gap = 0.288 Ha
Energy above the lowest of the compared OMol25 structures with the same formula, charge and spin = 0.000 eV
Net charge = -1
Lowest unoccupied orbital energy = 3.309 eV

Löwdin atomic charge list, values in e, 2 entries: C -0.465; C -0.561

=====

Among the records above, which one has the highest molecular weight?
C8H9O5S

=====

Which of these has the highest molecular weight?
C8H9O5S